[1]
The following is a DFT calculation (ωB97M-V/def2-TZVPD) of C3H2FGdO2 as an isolated structure.

Structure (ORCA input):
```
! RIJCOSX wB97M-V def2-TZVPD def2/J DEFGRID3
* xyz 1 9
C -1.508 0.149 -0.127
O -0.371 -1.671 -0.526
C 0.267 -0.468 -0.351
C -1.654 -1.177 -0.215
O 1.325 -0.480 0.266
Gd 2.881 1.177 -0.698
H -1.387 0.858 0.713
H -2.506 -1.787 -0.512
F -3.212 1.023 -0.572
*
```

Values from the calculation:
LUMO level (alpha / beta) (eV): -6.325 / -7.281
E_HOMO (alpha / beta) (Eh): -0.432 / -0.406
F_max (eV Å⁻¹): 3.88
Total energy (Ha): -1130.9774
⟨S²⟩: 20.1139

Here are the Löwdin charges for atoms 1 to 5, given in e: number 1, C, carries 0.062; number 2, O, carries 0.033; number 3, C, carries -0.451; number 4, C, carries -0.075; number 5, O, carries -0.249



[2]
The following is a DFT calculation (ωB97M-V/def2-TZVPD) of C14H26NOPPd as an isolated structure.

Structure (ORCA input):
```
! RIJCOSX wB97M-V def2-TZVPD def2/J DEFGRID3
* xyz 0 3
C 2.636 -2.801 -3.310
C 2.063 -1.591 -3.695
C 1.316 -0.819 -2.779
C 1.170 -1.300 -1.491
C 1.783 -2.476 -1.068
C 2.518 -3.236 -1.990
C 0.811 0.540 -3.161
C -0.691 0.812 -3.057
N -1.405 0.099 -1.953
Pd -0.114 -0.254 -0.219
C 1.623 -2.906 0.362
P 0.005 -2.232 0.907
H 2.179 -1.206 -4.708
H 2.971 -4.170 -1.649
H 3.183 -3.405 -4.037
H 2.389 -2.500 1.034
H 1.610 -3.996 0.472
H 1.314 1.299 -2.544
H 1.082 0.721 -4.205
H -0.840 1.884 -2.877
C -0.320 -2.415 2.665
C -1.122 -3.454 0.153
H -1.209 0.541 -3.994
C -1.914 -1.204 -2.422
C -2.525 0.929 -1.463
H 0.460 -0.560 1.286
H -2.625 -1.034 -3.248
H -1.082 -1.824 -2.769
H -2.420 -1.705 -1.590
H -3.331 0.957 -2.212
H -2.889 0.508 -0.522
H -2.145 1.940 -1.273
H -0.923 -4.425 0.636
H -2.167 -3.170 0.341
H -0.963 -3.571 -0.928
H -0.216 -3.469 2.946
H 0.384 -1.790 3.224
H -1.349 -2.069 2.839
H -1.250 1.335 2.020
C 0.004 2.815 2.345
O -0.592 1.822 1.496
H 1.075 2.631 2.468
H -0.442 2.865 3.353
H -0.141 3.780 1.852
*
```

Values from the calculation:
LUMO level (alpha / beta) (eV): 0.673 / 0.394
E_HOMO (alpha / beta) (Eh): -0.161 / -0.289
F_max (eV Å⁻¹): 1.97
Total energy (Ha): -1148.1226
⟨S²⟩: 2.0060

Here are the natural (NBO) charges for atoms 1 to 5, given in e: number 1, C, carries -0.246; number 2, C, carries -0.206; number 3, C, carries -0.119; number 4, C, carries -0.172; number 5, C, carries -0.131



[3]
The following is a DFT calculation (ωB97M-V/def2-TZVPD) of C9H12AuN5OS as an isolated structure.

Structure (ORCA input):
```
! RIJCOSX wB97M-V def2-TZVPD def2/J DEFGRID3
* xyz 2 3
Au -0.791 0.404 -0.563
N -4.832 -1.324 -0.844
C -3.586 -0.929 -0.746
S -3.124 0.636 -1.217
N -2.753 -1.939 -0.258
N -1.510 -1.574 -0.164
C -0.630 -2.478 0.214
C 0.759 -2.100 0.253
C 1.733 -3.011 0.630
C 3.069 -2.628 0.554
C 3.374 -1.368 0.089
C 2.335 -0.491 -0.254
N 1.066 -0.839 -0.160
H -5.547 -0.701 -1.195
H -5.091 -2.268 -0.580
H -0.951 -3.489 0.445
H 1.451 -4.000 0.965
H 3.852 -3.316 0.844
H 4.401 -1.044 -0.014
H 2.544 0.509 -0.612
C 0.531 3.035 1.274
C 0.261 3.271 -0.179
N 0.575 4.446 -0.690
O -0.263 2.413 -0.940
H -0.084 3.707 1.874
H 1.575 3.243 1.510
H 0.295 2.010 1.549
H 0.967 5.182 -0.123
H 0.375 4.643 -1.661
*
```

Values from the calculation:
LUMO level (alpha / beta) (eV): -7.947 / -9.886
E_HOMO (alpha / beta) (Eh): -0.557 / -0.592
F_max (eV Å⁻¹): 0.42
Total energy (Ha): -1232.4575
⟨S²⟩: 2.0394

Here are the natural (NBO) charges for atoms 1 to 5, given in e: number 1, Au, carries 1.096; number 2, N, carries -0.656; number 3, C, carries 0.227; number 4, S, carries -0.014; number 5, N, carries -0.139



[4]
The following is a DFT calculation (ωB97M-V/def2-TZVPD) of an isolated ion of composition C6H9N2OS and charge +1.

Structure (ORCA input):
```
! RIJCOSX wB97M-V def2-TZVPD def2/J DEFGRID3
* xyz 1 1
N 0.336 -1.537 -0.602
C 0.317 -0.003 -0.879
C 0.191 0.404 -2.373
C -1.232 0.881 -1.915
O -2.130 1.346 -2.538
N -1.050 0.497 -0.614
C -1.473 1.158 0.498
C -0.805 1.246 1.612
C 0.688 0.899 1.785
S 1.597 0.740 0.161
H 0.421 -1.944 0.448
H 1.223 -1.899 -1.003
H -0.580 -1.752 -1.029
H 0.224 -0.309 -3.063
H 0.645 1.296 -2.711
H -2.507 1.342 0.505
H -1.164 1.885 2.502
H 1.137 1.759 2.296
H 0.571 -0.105 2.305
*
```

Values from the calculation:
LUMO level (eV): -3.934
E_HOMO (Eh): -0.485
SMILES string: [NH3+][C@@]12CC(=O)N1C=CCS2
F_max (eV Å⁻¹): 4.68
Total energy (Ha): -816.6349

Here are the natural (NBO) charges for atoms 1 to 5, given in e: number 1, N, carries -0.749; number 2, C, carries 0.144; number 3, C, carries -0.522; number 4, C, carries 0.712; number 5, O, carries -0.475



Question: Which value of total energy does entry 1 give?
Answer: -1130.9774 Ha



Question: Among the records above, which one has the highest total energy?
Answer: C6H9N2OS



Question: Look up the F_max of the second one.
Answer: 1.97 eV Å⁻¹



Question: The highest total energy belongs to which entry?
Answer: C6H9N2OS